# 1
A structure of composition C20H26Cl2MnN4O2STe in a non-equilibrium geometry, computed with ωB97M-V with the def2-TZVPD basis set.

```
57
C20H26Cl2MnN4O2STe (ωB97M-V with the def2-TZVPD basis set)
Mn -0.3301 -0.9584 -0.6731
C 0.1837 -0.2297 2.3201
N -0.4950 -1.0396 1.3218
C -1.1086 -2.1152 1.6892
C -1.7254 -2.9144 0.6833
C -2.4609 -4.0945 0.7058
C -2.7647 -4.3748 -0.6360
C -2.1961 -3.3488 -1.3968
N -1.5662 -2.4643 -0.6054
C -0.7206 0.6920 3.1116
C -0.3328 1.0859 4.3889
C -1.1108 1.9619 5.1317
C -2.3010 2.4493 4.6088
C -2.7085 2.0432 3.3464
C -1.9281 1.1645 2.6044
H 0.9379 0.3541 1.7855
H 0.7298 -0.8577 3.0318
H -1.1582 -2.4164 2.7372
H -2.7315 -4.6668 1.5789
H -3.3309 -5.2089 -1.0177
H -2.2171 -3.2168 -2.4689
H 0.5933 0.7051 4.8051
H -0.7911 2.2565 6.1229
H -2.9142 3.1258 5.1896
H -3.6452 2.3994 2.9368
H -2.2780 0.8202 1.6373
Cl 4.4925 -0.6473 -1.5687
C 3.6385 -0.9327 -0.0337
Cl 4.0672 0.2961 1.1796
C 2.1373 -0.9538 -0.2881
O 1.5786 -2.0649 -0.2812
O 1.5343 0.1212 -0.5135
H 3.9640 -1.8953 0.3407
C -0.9607 -1.1989 -4.7736
Te 0.5972 -0.9981 -3.3619
C 1.3085 -2.9873 -3.5394
H -1.5504 -2.0786 -4.5286
H -0.5298 -1.2833 -5.7668
H -1.5935 -0.3165 -4.7133
H 2.2004 -3.0160 -4.1577
H 0.5121 -3.5781 -3.9855
H 1.5227 -3.3434 -2.5355
S -1.6551 1.0901 -1.2284
C -0.2543 2.0965 -1.1035
N 0.0726 2.6496 0.0621
C 1.3658 3.2744 0.3239
C 1.8403 3.9543 -0.9469
C 1.8505 2.9314 -2.0687
N 0.5229 2.3293 -2.1581
H -0.4950 2.3661 0.8479
H 2.0719 2.5000 0.6364
H 1.2410 3.9876 1.1376
H 2.8331 4.3795 -0.8065
H 1.1548 4.7648 -1.2038
H 2.5838 2.1455 -1.8698
H 2.0810 3.3884 -3.0296
H 0.2377 1.8677 -3.0050
```

Frontier orbital gap (alpha / beta)   7.52 / 7.44 eV
Lowest unoccupied orbital energy (alpha / beta)   0.27 / 0.26 eV
Charge   0
Multiplicity   2



# 2
A structure of composition C20H26Cl2N3O4RuSSeSi in a non-equilibrium geometry, computed with ωB97M-V with the def2-TZVPD basis set.

```
59
C20H26Cl2N3O4RuSSeSi (ωB97M-V with the def2-TZVPD basis set)
Ru 0.3999 0.4031 0.0987
N 1.9373 0.1572 1.4601
C 1.3960 0.0504 2.8337
C 0.1378 -0.8276 2.7702
O -0.1622 -1.5636 3.7086
N -0.5000 -0.6890 1.5901
C -1.4893 -1.6527 1.1847
C -1.1452 -2.1177 -0.2418
O -1.7163 -3.0790 -0.7377
O -0.2648 -1.3887 -0.8480
H 2.4803 -0.6706 1.2276
H 2.5355 0.9765 1.3904
H 1.1196 1.0572 3.1479
H 2.1352 -0.3575 3.5210
H -2.4995 -1.2302 1.1794
H -1.4956 -2.5209 1.8447
Cl 2.8121 -1.8693 -0.9387
C 3.0557 -0.7515 -2.2410
C 3.9678 -1.1125 -3.2085
C 4.2277 -0.2787 -4.2885
C 3.5516 0.9337 -4.3940
C 2.6333 1.2869 -3.4361
Cl 1.8073 2.8023 -3.6125
C 2.3114 0.4783 -2.2850
N 1.4058 0.8872 -1.4318
H 4.4805 -2.0601 -3.1107
H 4.9492 -0.5694 -5.0400
H 3.7323 1.6016 -5.2254
C -2.0425 1.5351 3.3091
Si -1.2933 3.0847 2.5658
C -2.6731 4.1222 1.8022
C -0.5168 4.1135 3.9512
Se 0.3547 2.8014 1.0209
H -2.8735 1.8309 3.9587
H -1.3374 0.9540 3.9072
H -2.4339 0.8961 2.5198
H -3.4913 4.2606 2.5143
H -3.0760 3.6178 0.9220
H -2.3055 5.1074 1.5076
H -1.2791 4.5041 4.6321
H 0.0376 4.9586 3.5376
H 0.1832 3.5107 4.5341
C -1.5208 2.6823 -2.0467
S -1.7267 1.1485 -1.1464
O -2.9225 1.2929 -0.2902
C -2.1508 0.0577 -2.4903
C -1.1710 -0.2832 -3.4129
C -1.4944 -1.1571 -4.4351
C -2.7748 -1.6939 -4.5115
C -3.7319 -1.3635 -3.5664
C -3.4214 -0.4819 -2.5396
H -2.4558 2.9105 -2.5563
H -0.6918 2.5711 -2.7437
H -1.2678 3.4298 -1.2971
H -0.1644 0.1044 -3.3055
H -0.7392 -1.4434 -5.1559
H -3.0178 -2.3941 -5.3014
H -4.7183 -1.8068 -3.6132
H -4.1339 -0.2216 -1.7673
```

Frontier orbital gap (alpha / beta)   5.72 / 5.72 eV
Lowest unoccupied orbital energy (alpha / beta)   1.50 / 1.51 eV
Charge   -1



# 3
A cluster of 5 separate species, C20H26ClF4NO15S in total in a non-equilibrium geometry, computed with ωB97M-V with the def2-TZVPD basis set.

```
68
C20H26ClF4NO15S (ωB97M-V with the def2-TZVPD basis set)
O 2.2658 0.2161 2.9607
C 2.9310 -0.6624 2.4984
C 4.0277 -0.5701 1.4599
C 3.4981 -1.6203 0.4645
C 2.6489 -2.6016 1.3505
C 1.2324 -2.7924 0.7829
C 0.2111 -3.2386 1.8436
C -0.4175 -2.0671 2.6276
C -1.9419 -1.9499 2.5682
S -2.6935 -1.4155 1.0508
O -2.2272 -0.0988 0.7310
O -4.1095 -1.6258 1.1856
Cl -2.0930 -2.6440 -0.4453
N 2.6785 -2.0667 2.7357
H 4.9214 -0.9326 1.9743
H 4.1096 0.4424 1.0701
H 2.8023 -1.0950 -0.1979
H 4.2899 -2.0997 -0.1076
H 3.1512 -3.5709 1.3219
H 0.8861 -1.8558 0.3290
H 1.2927 -3.5489 -0.0072
H 0.7417 -3.8716 2.5638
H -0.5493 -3.8723 1.3861
H -0.1719 -2.2026 3.6847
H 0.0221 -1.1124 2.3307
H -2.2654 -1.1244 3.2148
H -2.4548 -2.8548 2.9051
H 3.5083 -2.4679 3.1658
O -5.3513 -0.2511 -4.8270
C -5.2141 0.1797 -3.7337
O -4.4280 -0.3438 -2.7733
C -4.4070 0.5526 -1.6524
C -5.6918 1.3247 -1.8529
F -5.6008 2.6161 -1.4503
O -5.8477 1.2976 -3.2620
H -3.5400 1.2098 -1.7291
H -4.3623 0.0062 -0.7201
H -6.5713 0.8759 -1.3891
O 5.5995 -3.2973 1.9962
C 6.4506 -3.7263 1.2886
O 6.2302 -4.2993 0.0871
C 7.4965 -4.5391 -0.5396
C 8.4326 -4.5698 0.6527
F 9.6518 -4.0670 0.3677
O 7.7744 -3.7129 1.5731
H 7.7403 -3.7041 -1.1974
H 7.4692 -5.4645 -1.1060
H 8.5552 -5.5519 1.1119
O -0.7082 4.8792 1.4911
C 0.2430 4.5457 2.1095
O 0.2991 3.4879 2.9490
C 1.6546 3.3176 3.3805
C 2.2225 4.7043 3.1662
F 3.5296 4.6791 2.8037
O 1.4483 5.1883 2.0879
H 2.1503 2.5839 2.7470
H 1.6832 2.9815 4.4125
H 2.1132 5.3827 4.0144
O -8.4261 5.6951 -7.1792
C -7.5962 5.2362 -6.4721
O -7.7293 4.1050 -5.7438
C -6.4658 3.7929 -5.1444
C -5.7849 5.1453 -5.1424
F -4.4447 5.0539 -5.3229
O -6.3641 5.7840 -6.2632
H -5.9269 3.0852 -5.7760
H -6.6043 3.3719 -4.1573
H -5.9738 5.7484 -4.2526
```

Frontier orbital gap   10.19 eV
Lowest unoccupied orbital energy   0.07 eV
Charge   0
SMILES string   O=C1CC[C@H](CCCCS(=O)(=O)Cl)N1.O=C1OC[C@@H](F)O1.O=C1OC[C@@H](F)O1.O=C1OC[C@@H](F)O1.O=C1OC[C@@H](F)O1



# 4
An isolated molecule of C20H26ClN5O2S in a non-equilibrium geometry, computed with ωB97M-V with the def2-TZVPD basis set.

```
55
C20H26ClN5O2S (ωB97M-V with the def2-TZVPD basis set)
C 2.4868 1.9332 -8.0354
C 2.4347 1.4640 -6.5880
C 3.3564 0.2615 -6.3575
C 3.3108 -0.1940 -4.9482
N 2.8775 -1.3404 -4.5681
N 2.9155 -1.5369 -3.2538
C 3.3847 -0.5245 -2.6054
N 3.5273 -0.4900 -1.2503
C 3.9584 0.6201 -0.5885
O 4.2565 1.6463 -1.1617
C 4.0202 0.4509 0.9169
C 2.6243 0.4025 1.5534
C 1.9902 -0.9795 1.4519
O 2.5438 -1.8982 0.8597
N 0.8132 -1.1605 2.0736
C -0.0098 -0.1615 2.7136
C -1.3200 -0.0079 1.9372
N -2.0043 -1.2854 1.8923
C -3.3364 -1.1694 1.3236
C -4.2417 -0.3864 2.2358
C -5.0842 0.6013 1.7457
C -5.9209 1.3052 2.5945
C -5.9074 1.0212 3.9496
Cl -6.9449 1.9002 5.0184
C -5.0699 0.0408 4.4596
C -4.2453 -0.6583 3.5994
C -1.1801 -2.2641 1.2075
C 0.1311 -2.4364 1.9711
S 3.8374 0.8328 -3.6148
H 2.1750 1.1359 -8.7063
H 3.4977 2.2319 -8.3038
H 1.8268 2.7846 -8.1828
H 1.4118 1.1830 -6.3287
H 2.7383 2.2780 -5.9258
H 3.0537 -0.5722 -6.9930
H 4.3817 0.5421 -6.6119
H 3.2472 -1.3122 -0.7062
H 4.5712 1.3022 1.3172
H 4.5558 -0.4702 1.1531
H 1.9765 1.1393 1.0729
H 2.7135 0.6619 2.6107
H 0.5007 0.7964 2.7753
H -0.2424 -0.5061 3.7272
H -1.9617 0.7153 2.4447
H -1.0996 0.3705 0.9213
H -3.7369 -2.1829 1.2159
H -3.3182 -0.7069 0.3213
H -5.0926 0.8252 0.6889
H -6.5760 2.0704 2.2088
H -5.0698 -0.1712 5.5172
H -3.5858 -1.4225 3.9800
H -1.7102 -3.2181 1.1841
H -0.9593 -1.9614 0.1684
H 0.7894 -3.1356 1.4551
H -0.0798 -2.8020 2.9806
```

Frontier orbital gap   9.14 eV
Lowest unoccupied orbital energy   0.48 eV
Charge   0
SMILES string   CCCc1nnc(NC(=O)CCC(=O)N2CCN(Cc3ccc(Cl)cc3)CC2)s1



# 5
A structure of composition C20H26CoIN7Sb in a non-equilibrium geometry, computed with ωB97M-V with the def2-TZVPD basis set.

```
56
C20H26CoIN7Sb (ωB97M-V with the def2-TZVPD basis set)
Co -0.2026 -0.6912 -0.8272
I -4.4560 -5.2450 -1.1361
C -3.0710 -3.8188 -1.7293
C -2.6761 -3.5176 -3.0136
N -1.7639 -2.5381 -2.9144
N -1.5416 -2.1774 -1.6422
C -2.3372 -2.9538 -0.9125
H -2.9835 -3.9327 -3.9585
H -1.2871 -2.0769 -3.6695
H -2.3589 -2.8872 0.1611
C 2.6104 0.8812 -3.8760
Sb 1.0020 -0.4863 -3.5523
C -0.0953 0.0451 -5.3375
C 1.9691 -2.2141 -4.3978
H 2.9184 0.8055 -4.9173
H 3.4460 0.6263 -3.2276
H 2.2828 1.8962 -3.6604
H 0.6147 0.0775 -6.1621
H -0.5378 1.0304 -5.2018
H -0.8859 -0.6655 -5.5784
H 2.3821 -1.9332 -5.3652
H 1.2735 -3.0420 -4.5282
H 2.7747 -2.5329 -3.7386
C -2.8667 -2.3127 4.8429
C -2.9884 -0.7913 4.8483
C -4.2563 -0.3309 4.1314
C -1.7040 -0.1346 4.2990
N -1.4851 -0.3670 2.8758
C -2.0358 0.2574 1.8193
N -1.5965 -0.3254 0.7366
N -0.7522 -1.2950 1.1588
N -0.6698 -1.3181 2.4293
H -3.7399 -2.7606 5.3161
H -1.9806 -2.6384 5.3891
H -2.8003 -2.7055 3.8253
H -3.0519 -0.4537 5.8854
H -4.3057 -0.7139 3.1106
H -4.3297 0.7593 4.1075
H -5.1333 -0.7092 4.6545
H -0.8365 -0.5503 4.8063
H -1.7206 0.9426 4.4597
H -2.7105 1.0933 1.8669
N 6.3533 6.3335 1.6312
C 5.5825 5.5327 1.3392
C 4.6256 4.5349 0.9717
C 3.4129 4.4406 1.6541
C 2.4992 3.4678 1.3021
C 2.7775 2.5743 0.2623
C 3.9919 2.6871 -0.4257
C 4.9097 3.6552 -0.0734
C 1.8490 1.5518 -0.0933
C 1.0761 0.6573 -0.3916
H 3.1995 5.1322 2.4575
H 1.5565 3.3918 1.8262
H 4.2038 2.0043 -1.2366
H 5.8497 3.7413 -0.6010
```

Frontier orbital gap (alpha / beta)   8.36 / 7.53 eV
Lowest unoccupied orbital energy (alpha / beta)   -2.46 / -3.36 eV
Charge   +1
Multiplicity   4



# 6
A structure of composition C20H26CsO2, computed with ωB97M-V with the def2-TZVPD basis set.

```
49
C20H26CsO2 (ωB97M-V with the def2-TZVPD basis set)
Cs -0.0257 0.1667 0.5730
C -2.6097 1.7030 -1.0681
C -2.6418 2.2453 0.2342
C -1.5139 3.0805 0.3831
C -0.7882 3.0620 -0.8275
C -1.4626 2.2060 -1.7232
C -1.0717 1.8557 -3.1309
C 0.4510 3.8700 -1.0923
C -1.2067 3.9380 1.5770
C -3.6970 2.0414 1.2851
C -3.5851 0.7431 -1.6882
H -1.8700 2.0872 -3.8458
H -0.8466 0.7890 -3.2577
H -0.1867 2.4077 -3.4541
H 0.2630 4.9485 -1.0323
H 0.8556 3.6724 -2.0870
H 1.2565 3.6604 -0.3760
H -1.6414 4.9442 1.5024
H -0.1290 4.0769 1.7148
H -1.5953 3.4997 2.5017
H -4.2033 2.9770 1.5499
H -3.2922 1.6358 2.2214
H -4.4694 1.3463 0.9496
H -4.0025 1.1324 -2.6243
H -4.4285 0.5397 -1.0251
H -3.1317 -0.2256 -1.9342
C 5.3395 -7.1286 1.3668
C 4.4148 -5.9427 1.2689
C 4.5558 -5.0055 0.2548
C 3.7155 -3.8996 0.1628
C 3.8769 -2.9127 -0.9626
C 2.7191 -3.7192 1.1206
C 2.5647 -4.6454 2.1527
C 1.4997 -4.4507 3.1993
C 3.4077 -5.7496 2.2068
C 1.7921 -2.5126 1.0398
O 1.8952 -1.6676 1.9607
O 1.0103 -2.4789 0.0592
H 5.8506 -7.3076 0.4202
H 4.7929 -8.0350 1.6331
H 6.1045 -6.9719 2.1317
H 5.3352 -5.1395 -0.4899
H 4.7839 -3.1159 -1.5335
H 3.9308 -1.8921 -0.5785
H 3.0162 -2.9535 -1.6309
H 0.5426 -4.1971 2.7411
H 1.7609 -3.6213 3.8578
H 1.3720 -5.3545 3.7969
H 3.2749 -6.4772 3.0028
```

Frontier orbital gap   5.56 eV
Lowest unoccupied orbital energy   2.24 eV
Charge   -1



# 7
An isolated molecule of C20H26F3NO2, computed with ωB97M-V with the def2-TZVPD basis set.

```
52
C20H26F3NO2 (ωB97M-V with the def2-TZVPD basis set)
C 3.2869 0.0451 -3.8701
C 2.9391 0.8364 -2.6237
O 1.6873 0.3621 -2.1231
C 1.2311 0.9529 -1.0143
O 1.8191 1.8399 -0.4550
C -0.1351 0.3985 -0.6087
C -1.1056 1.0043 -1.6643
C -2.5538 0.6713 -1.4493
C -3.0083 -0.6053 -1.7737
C -4.3144 -0.9945 -1.5465
C -5.2169 -0.1005 -0.9978
C -4.8119 1.1926 -0.7301
C -3.4963 1.5831 -0.9606
C -3.1577 3.0372 -0.7604
F -2.2140 3.2699 0.1661
F -4.2177 3.7688 -0.3833
F -2.7114 3.6107 -1.8985
C -0.4770 0.8495 0.8130
C 0.4499 0.2045 1.8429
N 0.4108 -1.2415 1.7268
C 1.0401 -1.9367 2.8333
C 2.5268 -1.6916 3.0229
C 3.1585 -1.9968 4.3479
C 3.0094 -0.5757 3.8989
C 0.8726 -1.6527 0.4188
C -0.1061 -1.1322 -0.6324
H 4.2408 0.3843 -4.2629
H 3.3557 -1.0138 -3.6348
H 2.5211 0.1839 -4.6285
H 2.8494 1.9067 -2.8399
H 3.7005 0.7119 -1.8454
H -0.8035 0.6201 -2.6420
H -0.9510 2.0832 -1.6669
H -2.3227 -1.2999 -2.2325
H -4.6291 -1.9947 -1.8037
H -6.2363 -0.3957 -0.8054
H -5.5216 1.9090 -0.3469
H -1.5079 0.5674 1.0323
H -0.3786 1.9310 0.8936
H 0.1086 0.4766 2.8442
H 1.4683 0.5999 1.7077
H 0.8700 -3.0081 2.6762
H 0.5097 -1.6433 3.7441
H 3.1198 -1.9150 2.1438
H 4.1452 -2.4342 4.3623
H 2.5181 -2.3473 5.1434
H 3.8936 -0.0310 3.6037
H 2.2723 0.0361 4.3963
H 0.8991 -2.7453 0.3863
H 1.8866 -1.2765 0.1917
H 0.1819 -1.4939 -1.6200
H -1.0954 -1.5106 -0.3759
```

Frontier orbital gap   9.04 eV
Lowest unoccupied orbital energy   0.73 eV
Charge   0
SMILES string   CCOC(=O)C1(Cc2ccccc2C(F)(F)F)CCN(CC2CC2)CC1



# 8
An isolated molecule of C20H26FN5O2S in a non-equilibrium geometry, computed with ωB97M-V with the def2-TZVPD basis set.

```
55
C20H26FN5O2S (ωB97M-V with the def2-TZVPD basis set)
C 3.5300 0.9241 0.9926
C 3.9670 -0.0259 -0.1182
N 2.8301 -0.7071 -0.6850
C 2.0291 -0.3576 -1.7376
C 2.1516 0.8747 -2.5720
N 0.8659 1.5372 -2.6392
C 0.4344 2.2508 -1.5726
O 1.1634 2.5085 -0.6306
C -0.9813 2.7238 -1.6048
C -1.5515 3.0787 -0.3828
C -2.8570 3.5209 -0.2984
C -3.6241 3.6336 -1.4467
C -3.0789 3.3062 -2.6757
C -1.7736 2.8553 -2.7411
F -1.2799 2.5567 -3.9657
N 1.0585 -1.2178 -1.8666
N 1.1873 -2.1491 -0.9082
C 2.2410 -1.8358 -0.1957
S 2.8466 -2.6875 1.1891
C 1.4503 -3.8160 1.4993
C 0.2838 -3.0387 2.1155
O 0.1835 -2.9070 3.3175
N -0.5699 -2.5609 1.1948
C -1.6571 -1.6365 1.4884
C -1.1195 -0.2960 1.9998
C -2.2688 0.6717 2.2607
C -3.2546 0.0746 3.2600
C -3.7881 -1.2594 2.7478
C -2.6391 -2.2307 2.4990
H 4.3926 1.4612 1.3753
H 3.0790 0.3632 1.8077
H 2.8033 1.6406 0.6151
H 4.4763 0.5182 -0.9171
H 4.6454 -0.7886 0.2755
H 2.4702 0.6258 -3.5869
H 2.8636 1.5669 -2.1169
H 0.2055 1.1598 -3.2988
H -0.9333 2.9949 0.4979
H -3.2759 3.7802 0.6615
H -4.6443 3.9807 -1.3904
H -3.6484 3.3954 -3.5875
H 1.1925 -4.2965 0.5580
H 1.8311 -4.5371 2.2212
H -0.2632 -2.6034 0.2248
H -2.1786 -1.4722 0.5381
H -0.4304 0.1271 1.2634
H -0.5674 -0.4743 2.9239
H -1.8736 1.6139 2.6456
H -2.7847 0.8830 1.3198
H -4.0815 0.7685 3.4267
H -2.7488 -0.0836 4.2143
H -4.3386 -1.0976 1.8171
H -4.4792 -1.6889 3.4754
H -3.0191 -3.1809 2.1180
H -2.1084 -2.4252 3.4308
```

Frontier orbital gap   8.97 eV
Lowest unoccupied orbital energy   0.46 eV
Charge   0
SMILES string   CCn1c(CNC(=O)c2ccccc2F)nnc1SCC(=O)NC1CCCCC1



The E_tot results, record by record, are as follows: -105712.2672; -145512.2355; -87592.0033; -56066.3535; -83847.7071; -25807.9894; -34900.0648; -46261.9912 eV.